The following is a DFT calculation (ωB97M-V/def2-TZVPD) of a cluster of 16 separate species, C4H37NO15 in total.

HOMO-LUMO gap   8.868 eV
Relative energy (zero: lowest compared OMol25 entry of this formula, charge and spin)   5.512 eV
Highest occupied orbital energy   -0.326 Eh

Each atom is followed by the atoms it is bonded to, with distances in Å.
CARTESIAN COORDINATES (ANGSTROEM)
1 H 4.33469 -1.89033 -0.31378  O33 0.957
2 O 4.59438 1.00184 -1.94649  H19 0.970, H49 0.982
3 O 3.06089 1.35488 -4.24179  H4 0.972, H24 0.960
4 H 3.63700 1.29711 -3.46136  O3 0.972
5 H -2.84930 1.70376 3.12506  O7 0.963
6 O 0.04263 1.17539 4.01295  H13 0.974, H45 0.955
7 O -2.26394 1.70132 2.36042  H5 0.963, H52 0.971
8 C -4.03153 -3.78328 -0.15535  H23 1.098, N37 1.251, H41 1.133
9 O -1.62573 -0.94861 -3.00918  H25 0.985, H56 0.972
10 O -0.73660 -4.83275 -1.06214  H15 0.962, H38 0.972
11 H 3.52084 2.78433 -0.24632  O29 0.961
12 C -1.52926 -0.52164 0.94554  H26 1.122, H28 1.116, C44 1.488, H46 1.075
13 H -0.48460 1.29248 3.20226  O6 0.974
14 H -2.32673 -2.68921 -2.48302  O39 0.978
15 H -1.30706 -5.60081 -1.16389  O10 0.962
16 O 4.43650 1.18448 1.84294  H55 1.008, H57 0.981
17 H -2.95391 -2.35793 2.29640  C53 1.083
18 H -3.49611 -0.13588 0.03591  O47 0.966
19 H 5.52454 0.72707 -1.91466  O2 0.970
20 H -0.47405 4.46474 1.40738  O43 0.958
21 H 0.18549 3.58582 -1.46699  O54 0.958
22 H 4.82258 -0.65323 0.56814  O33 0.964
23 H -4.44554 -2.84316 -0.54414  C8 1.098
24 H 3.47866 0.83340 -4.93103  O3 0.960
25 H -1.79516 -0.11149 -2.51942  O9 0.985
26 H -1.22263 -0.50370 2.02504  C12 1.122
27 H -3.39756 1.25149 0.51958  O47 0.996
28 H -0.54921 -0.13410 0.57788  C12 1.116
29 O 4.46479 2.94914 -0.16952  H11 0.961, H36 0.992
30 H -1.53912 -2.36892 -0.45188  C44 1.095
31 O 2.84505 1.55994 3.96487  H48 0.982, H51 0.956
32 H -0.69592 2.25944 -1.62902  O54 0.980
33 O 4.81148 -1.06104 -0.30566  H1 0.957, H22 0.964
34 H -0.05658 3.11151 0.70433  O43 0.985
35 H -1.92722 -4.22520 -2.17862  O39 0.982
36 H 4.81165 2.29306 -0.82784  O29 0.992
37 N -3.18252 -3.82914 0.76222  C8 1.251, C53 1.427
38 H -0.75927 -4.54571 -0.13324  O10 0.972
39 O -2.62655 -3.61988 -2.50810  H14 0.978, H35 0.982
40 O -2.26627 1.53492 -2.11555  H42 1.027, H50 0.962
41 H -4.43016 -4.76229 -0.56360  C8 1.133
42 H -2.94416 1.29992 -1.38006  O40 1.027
43 O -0.51800 3.51027 1.47798  H20 0.958, H34 0.985
44 C -1.83105 -1.90862 0.49828  C12 1.488, H30 1.095, C53 1.344
45 H -0.48209 0.74579 4.68604  O6 0.955
46 H -2.29362 0.19553 0.70885  C12 1.075
47 O -3.76525 0.74484 -0.25498  H18 0.966, H27 0.996
48 H 1.86438 1.53543 4.01130  O31 0.982
49 H 3.96318 0.27337 -1.76058  O2 0.982
50 H -2.77448 1.89892 -2.84712  O40 0.962
51 H 3.17346 1.73211 4.84619  O31 0.956
52 H -1.82175 2.55292 2.21478  O7 0.971
53 C -2.70201 -2.58416 1.26797  H17 1.083, N37 1.427, C44 1.344
54 O -0.05776 2.74897 -1.06974  H21 0.958, H32 0.980
55 H 3.73958 1.61057 2.43383  O16 1.008
56 H -1.90100 -0.71155 -3.91086  O9 0.972
57 H 4.81062 1.94027 1.34195  O16 0.981


The following is a DFT calculation (ωB97M-V/def2-TZVPD) of a cluster of 15 separate species, C4H37O16 in total.

Total charge   -1
HOMO-LUMO gap   9.935 eV
Relative energy (zero: lowest compared OMol25 entry of this formula, charge and spin)   5.305 eV
Highest occupied orbital energy   -0.271 Eh

Each atom is followed by the atoms it is bonded to, with distances in Å.
CARTESIAN COORDINATES (ANGSTROEM)
1 H 0.88157 0.73755 2.08903  O21 0.946
2 H 0.83516 -3.77234 2.80761  O19 1.035
3 H 2.26489 -2.04412 0.60710  O42 1.065
4 O 5.15347 -1.52186 -0.61240  H45 1.005, H52 0.946
5 H 2.71623 0.70254 -3.71578  O48 0.965
6 H -0.46041 3.38353 -3.66405  C33 1.069
7 H 2.26838 -2.87415 2.01918  O42 0.952
8 H -1.29567 -2.02053 4.06644  O35 0.951
9 H 2.25735 -0.13235 0.19879  O23 0.967
10 H -1.41617 -0.67534 -1.31796  O53 0.977
11 O -1.11232 1.64250 -2.77409  H17 0.995, C33 1.477
12 H 0.65314 1.41226 -0.69179  O38 0.923
13 C -0.02795 2.97263 0.46568  H37 1.088, O38 1.485, H39 1.123, C54 1.458
14 C -1.06122 3.85565 -1.70724  H29 1.132, H32 1.038, C33 1.566, C54 1.582
15 H 0.04609 -1.42470 3.52545  O35 0.960
16 H -1.78492 -2.99224 -0.05424  O46 0.871
17 H -0.47310 0.98414 -2.39006  O11 0.995
18 H -2.63097 -3.22073 1.17070  O46 0.879
19 O 1.26120 -4.64407 2.44723  H2 1.035, H26 0.909
20 H 0.75573 2.52572 -2.40649  C33 1.200
21 O 1.11594 0.14345 2.78715  H1 0.946, H34 0.965
22 O -3.68671 1.09309 -3.15851  H41 0.823, H55 0.944
23 O 2.55893 -0.76262 -0.46999  H9 0.967, H40 1.075
24 H -4.40025 -2.62845 1.20590  O49 0.841
25 O 0.49926 -0.16633 -2.09393  H30 0.931
26 H 0.61455 -4.82287 1.83425  O19 0.909
27 H 3.45470 2.88188 2.58189  O51 0.916
28 H -1.90135 -1.00021 1.52989  O31 1.015
29 H -2.03412 4.16604 -2.19652  C14 1.132
30 H 0.42385 -0.67870 -2.86785  O25 0.931
31 O -2.78042 -0.52276 1.35732  H28 1.015, H57 1.061
32 H -0.68860 4.81922 -1.60956  C14 1.038
33 C -0.34089 2.90090 -2.71812  H6 1.069, O11 1.477, C14 1.566, H20 1.200
34 H 1.75345 -0.54498 2.56157  O21 0.965
35 O -0.34728 -2.06294 4.12436  H8 0.951, H15 0.960
36 H -1.88362 4.02853 0.22750  C54 1.066
37 H 0.05221 3.00456 1.55054  C13 1.088
38 O 0.33314 1.56474 0.16090  H12 0.923, C13 1.485
39 H 0.89152 3.58870 0.27460  C13 1.123
40 H 1.82873 -0.62503 -1.24657  O23 1.075
41 H -3.13288 0.81160 -3.69892  O22 0.823
42 O 2.52576 -2.04025 1.63977  H3 1.065, H7 0.952
43 H 1.58988 0.77314 -2.54334  O48 1.075
44 H -1.70125 2.22201 -0.49692  C54 1.192
45 H 5.39722 -0.55508 -0.74059  O4 1.005
46 O -1.90756 -3.40068 0.70514  H16 0.871, H18 0.879
47 H -3.91983 -2.72685 -0.16193  O49 0.994
48 O 2.53989 1.14735 -2.87825  H5 0.965, H43 1.075
49 O -4.53699 -3.09858 0.52226  H24 0.841, H47 0.994
50 H 2.43076 1.95856 3.22743  O51 1.008
51 O 2.90579 2.84367 3.31413  H27 0.916, H50 1.008
52 H 4.20974 -1.54440 -0.67316  O4 0.946
53 O -2.37052 -0.72621 -1.52077  H10 0.977, H56 0.974
54 C -1.26107 3.29974 -0.23938  C13 1.458, C14 1.582, H36 1.066, H44 1.192
55 H -3.35628 1.95116 -2.94387  O22 0.944
56 H -2.57959 0.20199 -1.73131  O53 0.974
57 H -2.73199 0.04844 0.46476  O31 1.061


- The lowest highest occupied orbital energy belongs to which entry?
  C4H37NO15